Formula: C30H30Cl2MnN2P2
Source: the Open Molecules 2025 dataset
Level of theory: ωB97M-V/def2-TZVPD

Element x y z (Å)
Mn: 0.635 -0.737 1.073
C: 0.337 2.052 -0.964
C: 1.837 1.796 -1.084
P: 2.505 0.756 0.274
C: 3.076 1.778 1.641
C: 3.782 2.958 1.401
C: 4.278 3.696 2.464
C: 4.083 3.260 3.766
C: 3.395 2.080 4.009
C: 2.895 1.340 2.948
C: 3.946 -0.123 -0.351
C: 4.594 -0.989 0.532
C: 5.714 -1.691 0.121
C: 6.195 -1.533 -1.172
C: 5.562 -0.667 -2.049
C: 4.440 0.041 -1.644
P: -0.140 2.796 0.667
C: -1.945 2.518 0.710
C: -2.757 3.508 1.265
C: -4.104 3.277 1.486
C: -4.669 2.053 1.163
C: -3.873 1.053 0.619
C: -2.525 1.287 0.404
C: 0.017 4.571 0.320
C: 0.914 5.312 1.091
C: 1.110 6.662 0.833
C: 0.403 7.275 -0.189
C: -0.503 6.546 -0.951
C: -0.695 5.201 -0.701
H: -0.199 1.100 -1.083
H: 0.001 2.673 -1.799
H: 2.399 2.731 -1.143
H: 2.034 1.267 -2.018
H: 3.953 3.309 0.392
H: 4.826 4.609 2.276
H: 4.477 3.836 4.591
H: 3.249 1.730 5.021
H: 2.360 0.418 3.162
H: 4.243 -1.099 1.554
H: 6.217 -2.356 0.810
H: 7.072 -2.080 -1.491
H: 5.945 -0.533 -3.051
H: 3.975 0.723 -2.340
H: -2.340 4.476 1.514
H: -4.717 4.062 1.908
H: -5.724 1.882 1.326
H: -4.304 0.099 0.348
H: -1.932 0.484 -0.030
H: 1.441 4.832 1.905
H: 1.802 7.234 1.436
H: 0.547 8.328 -0.389
H: -1.062 7.034 -1.737
H: -1.412 4.640 -1.290
Cl: -0.756 -1.905 -0.798
C: 0.017 -3.472 -0.468
Cl: 1.216 -3.278 0.828
H: 0.533 -3.794 -1.365
H: -0.748 -4.160 -0.127
N: -1.497 -1.109 4.667
C: -1.331 0.252 4.666
C: -0.630 0.543 3.542
N: -0.373 -0.631 2.852
C: -0.912 -1.607 3.577
H: -1.977 -1.652 5.369
H: -1.720 0.876 5.449
H: -0.292 1.496 3.175
H: -0.896 -2.658 3.341

For the molar mass, the calculation gives 606.4 g/mol. The calculation puts the strongest force on any atom at 0.6 eV/A. The multiplicity is 6. Its frontier orbital gap (spin up / spin down) is 7.627 / 6.920 eV. As for the LUMO energy (spin up / spin down): -5.52 / -6.23 eV. The value obtained for the HOMO energy (spin up / spin down) is -13.149 / -13.152 eV. Its net charge is +2. Its expectation value of S² is 8.757.

---

Formula: C21H17N3O3S3
Source: the Open Molecules 2025 dataset
Level of theory: ωB97M-V/def2-TZVPD

Element x y z (Å)
O: 0.529 0.424 -3.940
C: 1.486 0.174 -3.243
C: 2.563 -0.795 -3.722
S: 3.536 -1.612 -2.421
C: 2.401 -2.773 -1.696
C: 1.011 -2.693 -1.877
C: 0.197 -3.610 -1.273
C: 0.722 -4.637 -0.462
C: -0.100 -5.593 0.169
C: 0.445 -6.576 0.946
C: 1.836 -6.648 1.127
C: 2.660 -5.735 0.531
C: 2.128 -4.708 -0.278
C: 2.948 -3.758 -0.912
N: 1.743 0.706 -2.020
C: 0.974 1.589 -1.269
C: -0.180 2.191 -1.770
C: -0.906 3.050 -0.965
C: -0.480 3.299 0.324
S: -1.453 4.359 1.360
O: -1.860 5.543 0.668
O: -0.862 4.492 2.654
N: -2.906 3.455 1.492
C: -2.863 2.238 2.088
N: -1.823 1.482 2.090
C: -2.063 0.305 2.725
C: -3.313 0.142 3.215
S: -4.272 1.544 2.888
C: 0.666 2.720 0.833
C: 1.397 1.866 0.034
H: 2.116 -1.546 -4.375
H: 3.297 -0.231 -4.302
H: 0.576 -1.919 -2.488
H: -0.873 -3.551 -1.413
H: -1.170 -5.533 0.025
H: -0.189 -7.307 1.426
H: 2.249 -7.432 1.744
H: 3.731 -5.786 0.667
H: 4.019 -3.807 -0.780
H: 2.577 0.350 -1.558
H: -0.500 1.976 -2.776
H: -1.798 3.533 -1.328
H: -3.748 3.999 1.592
H: -1.264 -0.411 2.789
H: -3.734 -0.692 3.736
H: 0.953 2.941 1.847
H: 2.294 1.399 0.415

For the molar mass, the calculation gives 455.6 g/mol. The calculation puts the strongest force on any atom at 1.5 eV/A. The multiplicity is 1. Its frontier orbital gap is 8.529 eV. As for the LUMO energy: 0.20 eV. The value obtained for the HOMO energy is -8.326 eV. Its net charge is 0.

---

Formula: C29H37Cl2IInN4O3S
Source: the Open Molecules 2025 dataset
Level of theory: ωB97M-V/def2-TZVPD

Element x y z (Å)
C: -0.578 -1.860 5.927
C: -0.517 -1.490 4.305
Cl: 1.138 -1.202 3.521
C: -1.764 -1.388 3.483
Cl: -3.411 -1.645 4.373
In: -1.883 -0.961 1.264
C: -1.924 1.231 0.703
C: -1.058 2.222 1.681
C: 0.567 2.154 1.471
S: 1.401 3.816 1.216
O: 0.521 4.890 0.532
O: 1.827 4.345 2.617
O: 2.828 3.663 0.239
C: -0.275 -2.172 0.151
C: -0.486 -3.736 0.623
C: -0.677 -4.788 -0.654
I: 1.302 -4.459 1.712
H: -1.292 -2.778 6.154
H: -0.904 -0.936 6.566
H: 0.518 -2.183 6.272
H: -3.473 -1.671 0.696
H: -1.440 1.310 -0.385
H: -3.036 1.637 0.627
H: -1.366 2.088 2.821
H: -1.386 3.335 1.403
H: 0.874 1.417 0.614
H: 1.029 1.702 2.471
H: 2.601 3.089 -0.563
H: -0.554 -2.122 -0.987
H: 0.804 -1.764 0.348
H: -1.479 -3.796 1.263
H: -1.704 -4.579 -1.206
H: 0.229 -4.708 -1.416
H: -0.648 -5.875 -0.180
N: -3.037 -3.975 -2.763
C: -3.098 -2.639 -2.954
C: -3.756 -2.041 -4.016
C: -4.389 -2.862 -4.944
C: -4.343 -4.242 -4.776
C: -3.662 -4.746 -3.679
H: -2.586 -2.041 -2.205
H: -3.775 -0.962 -4.118
H: -4.915 -2.429 -5.790
H: -4.826 -4.908 -5.481
H: -3.601 -5.816 -3.502
N: -7.946 0.650 2.209
C: -6.695 0.404 2.657
C: -6.047 -0.811 2.503
C: -6.721 -1.840 1.854
C: -8.011 -1.617 1.383
C: -8.575 -0.367 1.581
H: -6.212 1.237 3.159
H: -5.041 -0.952 2.881
H: -6.246 -2.806 1.716
H: -8.564 -2.399 0.873
H: -9.578 -0.143 1.228
N: 3.055 2.366 -3.044
C: 3.232 3.115 -4.154
C: 4.466 3.338 -4.745
C: 5.589 2.762 -4.161
C: 5.439 1.986 -3.016
C: 4.164 1.818 -2.501
H: 2.326 3.546 -4.570
H: 4.549 3.947 -5.638
H: 6.573 2.915 -4.595
H: 6.295 1.524 -2.537
H: 3.995 1.218 -1.611
N: 8.299 4.105 -0.700
C: 6.998 3.960 -0.364
C: 6.550 3.103 0.628
C: 7.490 2.344 1.317
C: 8.837 2.470 0.993
C: 9.189 3.356 -0.012
H: 6.303 4.571 -0.932
H: 5.493 3.029 0.858
H: 7.176 1.661 2.101
H: 9.594 1.892 1.511
H: 10.227 3.493 -0.300

For the energy relative to the best compared isomer or geometry (same formula, charge and spin), the calculation gives 595.7 kJ/mol. For the molar mass, the calculation gives 834.3 g/mol. The calculation puts the strongest force on any atom at 6.6 eV/A. The multiplicity is 1. Its frontier orbital gap is 7.475 eV. As for the LUMO energy: 2.07 eV. The value obtained for the HOMO energy is -5.401 eV. Its net charge is -1.

---

Formula: C5H9OP
Source: the Open Molecules 2025 dataset
Level of theory: ωB97M-V/def2-TZVPD

Element x y z (Å)
C: 1.117 -1.179 1.465
C: 0.777 -0.302 0.312
C: -0.574 -0.714 -0.432
C: -1.380 0.617 -0.436
C: -0.408 1.662 -0.978
P: 1.197 1.444 0.085
O: 1.678 0.104 -0.733
H: 2.126 -0.823 1.838
H: 1.324 -2.190 1.274
H: 0.456 -1.183 2.235
H: -0.964 -1.512 0.237
H: -0.294 -1.216 -1.424
H: -2.290 0.275 -0.998
H: -1.759 0.863 0.500
H: -0.261 1.525 -1.998
H: -0.748 2.631 -0.947

For the energy relative to the best compared isomer or geometry (same formula, charge and spin), the calculation gives 138.4 kJ/mol. For the molar mass, the calculation gives 116.1 g/mol. The calculation puts the strongest force on any atom at 5.2 eV/A. The multiplicity is 1. Its frontier orbital gap is 10.009 eV. As for the LUMO energy: 1.06 eV. The value obtained for the HOMO energy is -8.952 eV. Its net charge is 0.